Entry 1:
# C2H5N2O2P

One molecule with the formula C2H5N2O2P (wB97M-V/def2-TZVPD, the OMol25 dataset).

Last column: Mulliken charge in e.
Geometry (Å):
1 C -1.059 -1.335 -0.553  0.33
2 C -0.790 0.134 -1.044  -0.18
3 N 0.094 0.941 0.915  -0.31
4 N 1.211 1.520 1.425  -0.34
5 O -2.106 -1.845 -0.926  -0.51
6 O 0.263 0.728 -0.423  -0.13
7 P 0.150 -2.056 0.689  0.02
8 H -0.710 0.138 -2.160  0.29
9 H -1.654 0.739 -0.892  0.28
10 H 1.342 1.163 2.371  0.26
11 H 2.044 1.630 0.810  0.26
12 H 1.216 -1.756 -0.215  0.04

Properties
Maximum force, eV/Å: 3.408
E, eV: -18513.7028
Frontier orbital gap (alpha / beta), eV: 6.48 / 9.39
HOMO level (alpha / beta), eV: -7.883 / -8.822
Energy relative to the best compared isomer or geometry (same formula, charge and spin), kJ/mol: 535.6



Entry 2:
# C55H43AsClF3InN2O4SbSi

C55H43AsClF3InN2O4SbSi as an isolated structure (wB97M-V/def2-TZVPD, the OMol25 dataset).

Last column: Mulliken charge in e.
Geometry (Å):
1 In -0.047 -0.003 1.058  1.14
2 C 1.126 0.136 4.810  -0.68
3 C -0.319 -0.086 4.476  -0.38
4 N -0.737 -0.298 3.237  0.16
5 C -2.114 -0.460 3.343  -0.09
6 C -2.531 -0.426 4.646  0.35
7 N -1.359 -0.197 5.369  -0.01
8 C -3.825 -0.727 5.350  0.41
9 O -4.883 -0.966 4.630  -0.53
10 O -3.819 -0.656 6.561  -0.63
11 C -2.870 -0.511 2.061  0.67
12 O -4.094 -0.762 2.105  -1.01
13 O -2.237 -0.365 0.940  -0.09
14 H 1.739 -0.124 3.932  -0.29
15 H 1.481 -0.424 5.677  0.46
16 H 1.313 1.226 5.062  0.31
17 H -1.242 -0.155 6.383  0.25
18 H -4.721 -0.959 3.612  0.49
19 C 4.749 -4.705 -1.689  -0.57
20 C 5.264 -3.405 -1.453  -0.64
21 C 4.609 -2.515 -0.587  -0.48
22 C 3.414 -2.895 0.043  0.78
23 C 2.890 -4.157 -0.255  -0.32
24 C 3.516 -5.046 -1.146  -0.69
25 As 2.478 -1.699 1.344  0.46
26 C 4.060 -1.050 2.287  -0.10
27 C 4.841 0.073 1.985  -0.56
28 C 6.091 0.214 2.594  -0.58
29 C 6.537 -0.717 3.562  -0.85
30 C 5.674 -1.767 3.936  -0.46
31 C 4.410 -1.945 3.322  0.29
32 C 3.415 -3.010 3.556  0.35
33 C 3.602 -4.043 4.502  -0.72
34 C 2.593 -4.977 4.685  -0.69
35 C 1.416 -4.930 3.952  -0.72
36 C 1.227 -3.917 3.006  -0.34
37 C 2.260 -2.999 2.765  0.20
38 H 5.247 -5.406 -2.361  0.35
39 H 6.192 -3.070 -1.892  0.43
40 H 5.004 -1.532 -0.390  0.41
41 H 2.006 -4.452 0.303  0.25
42 H 3.055 -5.998 -1.319  0.47
43 H 4.549 0.806 1.198  0.46
44 H 6.727 1.057 2.306  0.40
45 H 7.485 -0.619 4.018  0.47
46 H 5.975 -2.461 4.750  0.31
47 H 4.502 -4.098 5.081  0.43
48 H 2.773 -5.764 5.399  0.40
49 H 0.591 -5.638 4.061  0.43
50 H 0.307 -3.824 2.443  0.66
51 F -3.056 8.828 0.827  -0.33
52 C -2.739 7.680 0.196  0.40
53 C -3.708 7.021 -0.511  -0.73
54 C -3.445 5.691 -0.917  0.02
55 C -2.195 5.120 -0.687  -0.20
56 C -1.205 5.857 -0.014  -0.45
57 C -1.482 7.148 0.446  -0.68
58 Sb -1.510 3.169 -1.418  1.00
59 C -3.550 2.492 -1.518  -0.23
60 C -4.085 1.842 -2.634  -0.18
61 C -5.308 1.121 -2.582  -0.64
62 C -5.977 1.095 -1.352  0.31
63 F -7.179 0.515 -1.206  -0.37
64 C -5.427 1.659 -0.226  -0.59
65 C -4.256 2.402 -0.323  -0.31
66 C -1.178 3.800 -3.472  0.02
67 C -1.038 5.124 -3.794  -0.28
68 C -0.705 5.531 -5.101  -0.73
69 C -0.481 4.527 -6.042  0.26
70 F -0.276 4.907 -7.340  -0.34
71 C -0.516 3.212 -5.721  -0.67
72 C -0.840 2.813 -4.420  -0.35
73 H -4.647 7.518 -0.773  0.41
74 H -4.205 5.181 -1.513  0.39
75 H -0.242 5.393 0.178  0.33
76 H -0.701 7.713 0.954  0.41
77 H -3.557 1.942 -3.583  0.35
78 H -5.715 0.688 -3.497  0.45
79 H -5.940 1.587 0.722  0.47
80 H -3.947 2.922 0.580  0.47
81 H -1.216 5.908 -3.060  0.32
82 H -0.630 6.567 -5.409  0.45
83 H -0.292 2.499 -6.485  0.50
84 H -0.868 1.764 -4.212  0.47
85 Cl -0.425 3.138 2.462  -0.23
86 C 0.609 1.955 1.629  -0.88
87 H 1.499 1.800 2.241  0.41
88 H 0.911 2.454 0.685  0.30
89 C 2.897 -1.294 -4.713  -0.55
90 C 1.818 -2.203 -4.656  -0.76
91 C 0.814 -2.010 -3.724  -0.20
92 C 0.894 -0.953 -2.805  0.67
93 C 1.930 -0.014 -2.921  -0.19
94 C 2.957 -0.182 -3.874  -0.85
95 Si -0.515 -0.695 -1.589  0.43
96 C -1.671 -2.141 -1.780  0.22
97 C -2.965 -2.012 -2.228  -0.26
98 C -3.843 -3.109 -2.218  -0.47
99 C -3.424 -4.325 -1.713  -0.66
100 C -2.103 -4.452 -1.330  -0.54
101 C -1.217 -3.378 -1.341  -0.38
102 H 3.693 -1.417 -5.404  0.46
103 H 1.763 -3.027 -5.377  0.40
104 H -0.043 -2.709 -3.664  0.26
105 H 2.004 0.788 -2.182  0.39
106 H 3.764 0.525 -3.945  0.49
107 H -1.392 0.428 -2.054  -0.35
108 H -3.310 -1.029 -2.532  0.14
109 H -4.872 -2.978 -2.578  0.38
110 H -4.062 -5.199 -1.680  0.40
111 H -1.746 -5.416 -0.987  0.38
112 H -0.171 -3.534 -1.073  0.68

Properties
Maximum force, eV/Å: 2.458
E, eV: -170005.7743
Frontier orbital gap, eV: 7.33
HOMO level, eV: -7.866



Entry 3:
# C30H26F5N5O3Ru

C30H26F5N5O3Ru as an isolated structure (wB97M-V/def2-TZVPD, the OMol25 dataset).

Last column: Mulliken charge in e.
Geometry (Å):
1 Ru -0.441 0.456 0.154  1.23
2 C -1.116 3.771 -0.482  -1.18
3 O -0.784 2.707 0.412  -0.41
4 C -0.757 3.004 1.757  1.06
5 C -0.858 4.285 2.284  -0.65
6 C -0.892 4.473 3.659  -0.69
7 C -0.826 3.391 4.527  -1.02
8 C -0.703 2.118 4.019  -0.30
9 C -0.651 1.903 2.634  0.12
10 N -0.494 0.624 2.116  0.34
11 N -0.535 -0.325 2.947  -0.48
12 C -0.436 -1.626 2.800  0.59
13 C -0.333 -2.265 1.488  0.29
14 O -0.455 -1.603 0.416  0.07
15 C -0.100 -3.669 1.465  -0.92
16 C -0.045 -4.412 2.608  -0.88
17 C -0.280 -3.837 3.886  0.75
18 C -0.370 -4.633 5.039  -0.88
19 C -0.681 -4.065 6.259  -0.57
20 C -0.851 -2.686 6.360  -0.87
21 C -0.753 -1.880 5.245  -0.33
22 C -0.483 -2.437 3.988  0.62
23 H -0.263 4.444 -0.608  0.36
24 H -1.982 4.328 -0.117  0.58
25 H -1.380 3.314 -1.435  0.31
26 H -0.901 5.150 1.643  0.51
27 H -0.987 5.473 4.054  0.45
28 H -0.863 3.542 5.594  0.44
29 H -0.630 1.261 4.670  0.43
30 H 0.054 -4.123 0.499  0.53
31 H 0.161 -5.473 2.546  0.45
32 H -0.223 -5.698 4.956  0.45
33 H -0.802 -4.687 7.131  0.43
34 H -1.073 -2.243 7.316  0.44
35 H -0.907 -0.816 5.323  0.34
36 F 5.412 -1.773 -3.408  -0.27
37 C 4.573 -1.265 -2.525  0.56
38 C 3.196 -1.502 -2.643  -0.18
39 F 2.714 -2.229 -3.650  -0.31
40 C 2.330 -0.939 -1.730  0.05
41 F 1.000 -1.178 -1.824  -0.10
42 C 2.733 -0.049 -0.692  0.38
43 O 1.902 0.583 0.029  -0.50
44 C 4.152 0.121 -0.581  0.17
45 F 4.608 0.921 0.375  -0.29
46 C 5.040 -0.461 -1.475  0.30
47 F 6.337 -0.225 -1.367  -0.26
48 C -0.126 2.046 -5.214  -0.75
49 C 0.742 2.398 -4.014  -0.63
50 N 0.190 1.749 -2.841  0.16
51 C -0.635 0.684 -2.890  0.06
52 N -1.235 0.315 -1.758  0.25
53 C -2.321 -0.645 -1.780  -0.76
54 C -2.772 -1.035 -3.185  -0.70
55 C -1.513 -1.229 -4.017  -0.64
56 N -0.821 0.041 -4.048  0.15
57 C -0.282 0.536 -5.295  -0.53
58 H 0.322 2.422 -6.130  0.40
59 H -1.115 2.493 -5.101  0.30
60 H 0.742 3.479 -3.853  0.40
61 H 1.774 2.076 -4.182  0.32
62 H 0.486 2.070 -1.926  0.15
63 H -3.157 -0.221 -1.206  0.38
64 H -1.976 -1.549 -1.253  0.29
65 H -3.384 -0.250 -3.635  0.25
66 H -3.361 -1.950 -3.136  0.43
67 H -1.754 -1.530 -5.034  0.50
68 H -0.862 -1.985 -3.563  0.16
69 H -0.978 0.262 -6.093  0.43
70 H 0.678 0.051 -5.505  0.23

Properties
Maximum force, eV/Å: 4.032
E, eV: -61275.4673
Frontier orbital gap (alpha / beta), eV: 3.64 / 3.32
HOMO level (alpha / beta), eV: -12.825 / -12.679
Total charge: +2



Entry 4:
# C15H12N2O3S

One molecule with the formula C15H12N2O3S (wB97M-V/def2-TZVPD, the OMol25 dataset).

Last column: Mulliken charge in e.
Geometry (Å):
1 C 1.295 2.102 3.899  -0.93
2 C 1.612 0.965 2.934  0.63
3 O 2.761 0.581 2.899  -0.59
4 N 0.649 0.410 2.099  -0.13
5 S 0.985 -0.886 1.074  -0.11
6 C -0.455 -1.018 0.052  -0.26
7 C -1.682 -1.508 0.554  0.68
8 C -1.822 -1.975 1.859  -0.33
9 C -3.054 -2.381 2.336  0.62
10 O -3.131 -2.816 3.617  -0.55
11 C -4.131 -2.462 1.453  -0.68
12 C -4.026 -2.022 0.118  -0.58
13 C -2.809 -1.511 -0.324  -0.34
14 N -2.731 -1.036 -1.557  -0.59
15 C -1.578 -0.521 -2.012  -0.48
16 C -1.563 -0.002 -3.320  -0.38
17 C -0.383 0.522 -3.914  -0.82
18 C 0.779 0.565 -3.139  0.81
19 O 1.886 1.224 -3.650  -0.56
20 C 0.766 0.058 -1.837  -0.58
21 C -0.401 -0.515 -1.260  1.00
22 H 0.334 2.567 3.648  0.30
23 H 2.083 2.867 3.780  0.28
24 H 1.238 1.736 4.960  0.24
25 H -0.284 0.789 2.055  0.33
26 H -0.992 -1.969 2.546  0.33
27 H -2.314 -2.661 4.101  0.30
28 H -4.979 -2.930 1.864  0.47
29 H -4.882 -2.109 -0.569  0.43
30 H -2.506 -0.017 -3.854  0.44
31 H -0.388 0.956 -4.893  0.43
32 H 2.451 1.415 -2.863  0.30
33 H 1.707 0.115 -1.267  0.30

Properties
Maximum force, eV/Å: 3.301
E, eV: -35707.1873
Frontier orbital gap, eV: 6.82
HOMO level, eV: -7.968
Energy relative to the best compared isomer or geometry (same formula, charge and spin), kJ/mol: 174.7



> Which of these has the lowest E?

C55H43AsClF3InN2O4SbSi



> Look up the E of the third one.

-61275.4673 eV



> E of number 4 (C15H12N2O3S)?

-35707.1873 eV



> Which of these has the highest E?

C2H5N2O2P